# 1
Here is an isolated ion of composition C18H24NO3 and charge +1 from the OMol25 dataset. Energies are from ωB97M-V/def2-TZVPD.

Cartesian coordinates (Å):
H1 -3.9460 5.8141 2.1732
H2 4.1749 -1.0753 -1.9528
C1 -2.7939 4.0853 1.6887
C2 -1.9161 -1.8118 0.1201
H3 5.2366 -0.6392 0.1691
H4 1.6285 -0.6881 -1.8787
O1 4.2825 -2.4702 0.2780
H5 -3.8216 0.9860 0.3032
H6 0.7880 -4.3301 -1.7529
C3 -2.9725 3.3052 -0.5846
H7 0.3531 0.5169 1.0664
C4 -2.9402 0.3658 0.3364
O2 0.4910 -1.9791 0.6331
C5 3.4796 -0.4650 1.4049
H8 2.3350 -2.7067 -2.8169
H9 -0.2923 -3.8914 0.3979
H10 -4.2662 4.4294 -1.8538
C6 -4.2130 5.2334 0.1299
C7 0.5861 -3.3038 0.1262
H11 3.3336 0.6031 1.2721
C8 4.2205 -1.0600 0.2062
H12 -2.6828 2.6081 -1.3581
H13 4.0688 -0.6098 2.3070
O3 -1.5038 2.2133 1.0084
H14 2.5182 -0.9493 1.5629
C9 -0.6992 -1.2663 0.4932
H15 1.4550 -3.7344 0.6313
H16 1.7158 -1.2943 -0.3220
C10 -3.0263 -0.9822 0.0582
C11 -3.6758 5.1112 1.4005
N1 2.2002 -1.2718 -1.2627
C12 3.5590 -0.6976 -1.1342
C13 -1.7078 0.9176 0.6852
H17 3.5008 0.3887 -1.2075
H18 -3.9809 -1.4070 -0.2089
H19 -2.0307 -2.8596 -0.1017
H20 -4.9043 6.0315 -0.0908
C14 -2.4490 3.1791 0.6956
H21 -2.3651 3.9752 2.6723
C15 -0.5888 0.0914 0.7574
C16 2.1544 -2.6812 -1.7408
H22 4.7984 -2.7308 1.0483
H23 -0.0069 -2.7599 -1.8783
H24 2.9547 -3.2194 -1.2302
C17 -3.8575 4.3325 -0.8596
C18 0.8062 -3.3034 -1.3909

Cartesian forces (eV/Å) of the 6 atoms listed first:
H -0.02 0.06 0.07
H -0.15 0.03 -0.02
C 0.19 -0.35 -0.05
C 0.19 -0.33 0.00
H -0.20 -0.01 -0.10
H 0.02 -0.08 0.18

## Properties
* total charge: +1
* SMILES string: C[C@@H](O)C[NH2+]CCCOc1cccc(Oc2ccccc2)c1
* relative energy (zero: lowest compared OMol25 entry of this formula, charge and spin): 0.510 eV
* HOMO level: -10.920 eV
* LUMO level: -0.0945 Ha
* gap between HOMO and LUMO: 8.348 eV


# 2
Here is C25H23Cl2LiN5O2 as an isolated structure in a non-equilibrium geometry from the OMol25 dataset. Energies are from ωB97M-V/def2-TZVPD.

Cartesian coordinates (Å):
O1 1.7634 0.6257 3.1567
H1 -6.8839 0.7854 -0.8655
C1 4.4873 0.0229 -1.5186
C2 -4.0185 0.4021 0.9437
H2 -2.5398 -5.0196 0.7336
N1 -1.9750 1.7735 0.9905
H3 1.3353 -0.6861 -2.5301
H4 5.5173 0.0279 -1.8680
C3 3.4668 -0.3834 -2.3764
H5 -3.6631 3.5813 2.1216
H6 -5.5879 2.7035 -1.7463
H7 1.7968 2.6974 1.8155
H8 -0.7905 1.3691 -0.5592
Cl1 -3.0189 3.6557 -1.2217
H9 -3.3687 -5.2249 -0.8183
N2 1.8283 0.0000 -0.6467
C4 2.1652 -0.3780 -1.8996
H10 -0.3093 -1.9785 -3.9208
H11 -5.8837 -0.6857 0.8584
C5 0.8597 0.8141 2.2921
H12 -3.0484 5.4221 3.6197
C6 -3.0642 -4.4889 -0.0674
Li1 0.0000 0.0000 0.0000
C7 -5.3134 0.1530 0.4669
C8 -2.1936 -3.4532 -0.6633
C9 -3.8537 2.3084 -0.5169
C10 -0.9484 4.9565 3.6005
H13 -1.8098 -2.2241 1.0562
C11 -2.2753 4.7651 3.2343
O2 0.0000 0.0000 1.8380
Cl2 -3.4242 -0.6493 2.1805
C12 4.1717 0.4191 -0.2187
H14 -1.4543 0.9204 1.2906
C13 -0.2916 3.0584 2.2220
H15 0.7152 2.1163 0.5752
C14 -0.1884 -1.4351 -2.9782
C15 0.8279 2.2051 1.6631
C16 -3.2535 1.4791 0.4556
C17 -5.8798 0.9796 -0.4991
C18 0.0369 4.1095 3.0969
H16 -0.6760 5.7612 4.2759
C19 -5.1496 2.0573 -0.9901
H17 1.0739 4.2625 3.3874
H18 3.6810 -0.6970 -3.3926
C20 -1.6436 2.8357 1.8776
C21 -2.6175 3.7167 2.3769
H19 -1.9187 -3.8881 -2.8066
C22 5.1826 0.8433 0.6959
H20 0.8805 -1.3948 -2.7454
H21 -3.9697 -4.0378 0.3509
C23 -0.9351 -2.0951 -1.8816
C24 2.8394 0.3904 0.1665
H22 -0.5499 -0.4127 -3.1281
H23 2.5287 0.6870 1.1658
N3 6.0060 1.1877 1.4374
C25 -1.7232 -3.2670 -1.9437
N4 -1.6798 -2.4193 0.0693
N5 -0.9132 -1.5817 -0.6460

Cartesian forces (eV/Å) of the 6 atoms listed first:
O -1.53 -0.34 -1.12
H 0.15 0.02 0.06
C 0.12 -0.15 -0.42
C -0.97 0.18 -1.00
H -0.13 0.02 -0.04
N -1.08 -0.58 1.90

## Properties
* total charge: -1
* HOMO level: -2.113 eV
* LUMO level: 0.0871 Ha
* gap between HOMO and LUMO: 4.482 eV


# 3
Here is C12H25F3IrNO5P2S as an isolated structure in a non-equilibrium geometry from the OMol25 dataset. Energies are from ωB97M-V/def2-TZVPD.

Cartesian coordinates (Å):
C1 -1.3141 -1.0759 -2.6229
F1 0.7544 -2.6650 2.9362
C2 -3.0620 1.5095 -0.5506
N1 -0.1311 -0.8237 -2.0595
C3 -0.2710 -1.4961 -4.7370
Ir1 -0.1132 -0.6669 0.4788
H1 -0.5395 2.5788 -3.1112
H2 4.0260 1.0168 -0.0379
O1 2.9251 3.5517 -3.8802
O2 1.8856 -0.0232 2.9508
H3 2.1806 3.3595 -3.2834
H4 -1.1403 3.8954 -2.3687
H5 3.0011 0.0280 -2.4641
H6 3.0764 -1.5982 1.3772
P1 1.9599 -0.2533 -0.2801
C4 -3.2260 -0.8883 1.0175
H7 -3.0254 -0.4041 1.9870
C5 0.2158 -1.9009 3.9419
H8 2.6457 2.1159 -0.4243
H9 2.7748 2.8061 -4.4939
C6 -2.5519 -0.9676 -1.8039
H10 2.8297 1.4208 1.2279
P2 -2.1869 -0.0459 -0.2018
H11 3.8434 -1.7049 -0.2701
H12 1.8645 -1.1610 -4.7208
F2 0.6901 -2.2820 5.1210
H13 2.8797 -1.6041 -2.0918
F3 -1.1206 -2.1096 3.9539
C7 2.9059 -1.6938 0.3046
C8 -1.4155 -1.4863 -3.9584
H14 -0.8431 0.6756 0.8970
O3 0.2381 0.7267 4.6833
O4 -1.3318 2.9349 -2.5227
H15 -2.5337 2.0644 -1.3385
C9 2.9615 1.2304 0.1519
C10 0.9728 -0.7450 -2.8142
H16 -0.3119 -1.8137 -5.7770
H17 -2.9175 -1.9714 -1.5425
H18 -3.3787 -0.4735 -2.3494
H19 -3.0424 2.1135 0.3612
S1 0.5736 -0.1200 3.5709
H20 -0.1610 -2.2986 0.3536
H21 -2.3996 -1.7344 -4.3591
H22 -4.2981 -0.8338 0.7737
C11 2.2763 -0.6730 -2.0558
H23 2.2858 -2.5715 0.0851
H24 -2.9127 -1.9419 1.0791
O5 -0.5529 -0.1442 2.5569
C12 0.9313 -1.0770 -4.1771
H25 -4.1086 1.3461 -0.8522

Cartesian forces (eV/Å) of the 6 atoms listed first:
C -1.39 -0.91 -2.97
F -0.44 0.54 1.18
C 0.55 0.63 0.53
N -0.65 0.39 2.28
C 0.95 -0.43 -1.86
Ir 1.10 0.34 0.18

## Properties
* relative energy (zero: lowest compared OMol25 entry of this formula, charge and spin): 1.202 eV
* 2S+1: 5
* HOMO level (alpha / beta): -4.040 / -8.446 eV
* LUMO level (alpha / beta): -0.0011 / -0.0913 Ha
* gap between HOMO and LUMO (alpha / beta): 4.010 / 5.961 eV


# 4
Here is a 2-piece molecular cluster, C5H11NO3S overall in a non-equilibrium geometry from the OMol25 dataset. Energies are from ωB97M-V/def2-TZVPD.

Cartesian coordinates (Å):
H1 -4.0627 0.8412 0.6439
H2 0.6157 -0.9024 -1.7255
H3 0.0245 -1.5319 0.6417
C1 1.4824 -0.3202 -1.4203
C2 2.2773 0.9823 0.6346
H4 -3.9843 0.7739 -1.0219
H5 1.6621 -2.1167 0.7709
C3 -1.0328 1.1008 -0.0039
C4 1.5109 -0.1364 0.0472
O1 -2.2069 -1.0305 1.2351
C5 1.0356 -1.2297 0.9109
H6 3.2478 0.6185 0.9873
H7 1.7671 1.3949 1.5051
O2 -2.0337 -1.1357 -1.2216
O3 -1.5212 2.1803 0.0227
H8 1.4808 0.6371 -1.9382
N1 -3.8595 0.2686 -0.1594
H9 1.0552 -0.9523 1.9605
H10 2.4534 1.7751 -0.0885
S1 -2.2874 -0.3517 -0.0358
H11 2.3758 -0.8652 -1.7446

Cartesian forces (eV/Å) of the 6 atoms listed first:
H -0.11 0.20 0.20
H -0.03 -0.04 -0.02
H 0.07 -0.10 0.02
C 0.00 -0.02 -0.12
C 0.01 0.15 -0.01
H -0.02 0.16 -0.22

## Properties
* relative energy (zero: lowest compared OMol25 entry of this formula, charge and spin): 3.436 eV
* HOMO level (alpha / beta): -7.201 / -8.032 eV
* LUMO level (alpha / beta): -0.0546 / -0.0105 Ha
* gap between HOMO and LUMO (alpha / beta): 5.715 / 7.746 eV